{"formula": "C12H16Br3F4N3O", "method": "ωB97M-V with the def2-TZVPD basis set", "symbols": ["C", "H", "F", "H", "C", "H", "C", "H", "N", "H", "C", "C", "C", "Br", "F", "H", "F", "F", "H", "H", "N", "O", "C", "H", "H", "C", "C", "Br", "Br", "C", "C", "H", "H", "H", "C", "N", "H", "H", "H"], "positions_angstrom": [[-3.8677, 3.5896, -0.0629], [1.5817, -2.9123, -0.1060], [3.3502, -1.7874, -1.6081], [1.0509, 1.3939, -0.3852], [1.1524, -3.0602, -1.1570], [0.4336, 2.5033, 1.9454], [2.0274, -2.0160, -2.0374], [-2.1962, 4.8927, -0.0357], [-0.1570, -2.3732, -1.2846], [2.0030, -1.5807, -4.2205], [0.1689, 1.1264, 0.2636], [-1.2546, -2.9964, -0.5678], [0.1885, -1.0180, -0.8726], [2.6605, 2.2480, 3.5052], [2.7671, 0.6530, 1.2275], [-3.7099, 3.1808, -1.0663], [3.0935, -0.6409, 3.7565], [1.7549, -1.6165, 2.2361], [-0.6866, 1.8418, -0.0463], [-2.8407, 4.5566, 1.5192], [1.3430, -0.7251, -1.7443], [-1.7384, 2.9673, 0.6862], [1.8259, -0.5085, 3.1247], [-0.4454, 0.9759, 2.3749], [-4.3772, 2.8333, 0.5429], [1.8554, 0.8594, 2.3098], [0.4418, 1.3727, 1.8019], [0.4939, -0.5996, 4.5607], [1.2623, -4.9598, -1.6458], [-2.5433, 4.0423, 0.5843], [1.7902, -2.4657, -3.5487], [-3.4214, -3.7250, -0.0771], [0.7329, -2.8564, -3.6860], [0.9506, -0.2102, -2.5417], [-2.3443, -3.5033, -0.3219], [-0.3574, -0.2571, 0.0197], [-4.5503, 4.4448, -0.1612], [-1.1821, -0.6248, 0.5278], [2.5052, -3.2893, -3.8382]], "atomic_forces_ev_per_a": [[-0.51, 0.69, -0.05], [-0.80, -0.84, -1.15], [-1.78, -1.31, -0.84], [-0.85, -1.03, 0.72], [2.61, 1.57, 0.97], [-0.29, -1.56, -0.41], [-1.57, -0.18, -1.06], [0.48, -0.09, -0.20], [-1.92, -0.44, 3.53], [-0.36, -1.00, 0.62], [-0.39, 1.35, 0.44], [-0.92, -0.09, -1.23], [1.24, -1.44, -2.18], [-0.48, -0.85, -0.72], [-1.50, 0.23, 1.70], [0.15, -0.02, 0.10], [-2.28, -0.15, -1.22], [-0.37, 2.05, 1.53], [0.49, -0.19, 0.90], [0.25, -0.26, 0.44], [-1.96, -0.26, 1.76], [1.24, -0.38, 0.42], [2.57, -0.70, 0.05], [1.21, 0.40, -0.32], [0.19, 0.00, 0.03], [-0.17, -0.29, -0.44], [0.08, 0.68, -0.92], [0.60, -0.08, -1.07], [-0.33, 1.39, 0.30], [-1.50, -0.29, -0.80], [1.28, 0.58, 0.07], [2.06, 0.05, -0.29], [1.32, 0.74, 0.31], [0.65, -0.21, 0.16], [0.50, 1.33, 0.06], [1.38, -0.73, -1.29], [-0.13, -0.04, -0.06], [0.55, 0.49, -0.31], [-0.75, 0.91, 0.43]], "gap_ha": 0.1923, "total_energy_ha": -8827.594265, "largest_force_ev_per_a": 4.04}



{"formula": "C5H6O", "method": "ωB97M-V with the def2-TZVPD basis set", "symbols": ["H", "C", "H", "C", "C", "H", "H", "C", "O", "H", "H", "C"], "positions_angstrom": [[-0.8908, -2.1806, 0.1049], [2.2122, 1.4971, 0.3850], [3.0713, 1.0051, 0.8553], [0.2363, -0.2597, -0.0632], [1.1198, 0.5408, 0.1450], [-2.5055, -0.0385, 0.3359], [-2.9787, -1.7666, -0.1639], [-2.2772, -0.9223, -0.2353], [-1.6294, -0.9161, -1.4802], [2.5580, 1.9322, -0.5589], [1.9034, 2.3233, 1.0360], [-0.8194, -1.2147, -0.3606]], "atomic_forces_ev_per_a": [[1.75, -1.17, -0.98], [-0.01, -0.03, -0.04], [-0.20, 0.02, -0.08], [0.22, 0.20, 0.31], [-0.45, -0.46, -0.07], [-0.45, 0.67, -0.65], [0.38, 0.36, 0.41], [-0.34, 0.51, 0.26], [0.07, -0.16, -0.31], [-0.10, -0.10, 0.12], [-0.05, -0.22, -0.12], [-0.82, 0.38, 1.14]], "gap_ha": 0.3767, "total_energy_ha": -269.219937, "largest_force_ev_per_a": 2.32, "smiles": "CC#C[C@H]1CO1", "e_above_lowest_kcal_mol": 79.3}



{"formula": "C30H55F4N2O13P3", "method": "ωB97M-V with the def2-TZVPD basis set", "symbols": ["H", "H", "C", "C", "O", "H", "O", "H", "C", "N", "H", "C", "O", "H", "C", "F", "C", "C", "F", "C", "H", "H", "H", "H", "C", "C", "H", "H", "H", "H", "C", "H", "H", "H", "P", "H", "H", "H", "H", "C", "H", "H", "O", "O", "C", "H", "H", "H", "H", "P", "C", "H", "H", "O", "O", "N", "O", "H", "H", "O", "C", "O", "H", "O", "C", "C", "C", "H", "H", "C", "H", "H", "O", "H", "C", "H", "C", "P", "H", "C", "H", "C", "C", "H", "H", "H", "H", "H", "H", "C", "H", "H", "H", "O", "H", "C", "F", "C", "H", "C", "H", "C", "H", "H", "H", "C", "F"], "positions_angstrom": [[1.5934, -5.6108, 0.7927], [-0.6685, -1.2360, 3.9628], [0.3375, -1.5699, 3.6891], [-5.2926, 3.4773, -1.5035], [7.3893, 1.0888, 3.3891], [-3.2012, 1.6942, -2.4635], [-5.5155, -0.6093, 0.6448], [-5.3863, 0.5421, 2.4664], [-3.2633, -1.3625, -0.4672], [-4.4295, 4.4514, -2.2555], [-4.8189, -0.9537, -8.6891], [-5.2300, 0.6880, 1.2920], [1.4208, -4.5846, 5.6794], [-5.0442, 2.9621, -9.6011], [-1.8076, 5.0847, 1.0666], [0.0337, 7.5664, -1.6985], [0.5128, -1.4437, 2.1894], [-4.4059, 0.0590, -8.7562], [-3.6239, -2.4899, -1.4061], [9.5389, 1.0931, 1.3037], [1.0401, -0.9120, 4.2073], [0.0264, -5.9980, 2.5705], [-3.9631, 2.4177, -3.8965], [8.0563, 1.0257, -0.2489], [0.9613, -4.7695, 1.0970], [-5.1093, 3.0162, 0.0463], [-2.8116, -0.4269, -3.8474], [1.6441, -3.3501, 8.7961], [0.8822, -2.6265, 7.3631], [4.3028, -3.9311, 3.6165], [-4.5078, 3.4744, -7.5705], [6.6572, -1.7262, 6.7968], [-7.0214, 1.5890, -0.0028], [-3.2613, 1.1709, -10.2260], [1.9396, -3.5905, 4.4464], [0.1829, -4.0627, 8.0801], [-1.6688, 4.7139, 2.1927], [-3.8052, 4.1323, -7.0523], [-6.5859, 2.4744, 1.7030], [-3.7113, 1.4728, -3.4063], [0.1472, 6.5474, 1.1245], [-5.2377, 0.7272, -8.5340], [0.4537, -2.9225, 4.1078], [-3.4245, 0.4597, -5.5802], [1.9917, -4.4656, 6.9733], [3.0252, -4.1063, 6.9123], [-4.6624, 0.9816, -3.1795], [5.5376, -3.2635, 1.4851], [5.5421, -1.1725, 5.5326], [-2.9058, 1.4538, -6.8131], [-0.7198, 6.1519, 0.4438], [-0.3924, -4.3170, 2.7256], [9.6398, 0.9129, 2.3779], [5.6274, -1.3128, 2.0193], [1.5116, -4.9161, 3.4206], [-4.0110, 3.5354, 0.9301], [-2.5228, 2.6403, -5.8950], [3.4270, -2.8227, 2.5419], [-2.3177, 6.3583, -3.1318], [2.3226, -2.4039, 5.3646], [-2.2283, 5.9876, -2.0011], [7.4441, -0.1093, 1.3326], [-6.2250, 3.0239, -2.0935], [7.4154, -1.2162, 3.5556], [-3.3192, 4.9072, -1.3519], [-4.3165, -1.4611, 0.8019], [7.6212, -1.1307, 4.9587], [-3.3249, 3.2965, -9.3657], [-4.6380, -2.5975, 0.9391], [-2.8537, 0.5787, -4.2862], [7.5454, 1.9596, 1.1521], [-4.4899, 4.6345, -9.3915], [-4.3917, 2.1218, -7.1518], [-1.8202, 0.9380, -4.3472], [0.4394, -4.9853, 2.5034], [1.5840, -3.8734, 1.0336], [-6.1680, 1.9277, 0.7299], [6.5572, -0.0455, 2.7422], [1.5204, -1.7477, 1.8939], [5.5735, -2.6705, 2.4058], [6.4518, -3.0245, 2.9453], [4.3028, -2.9232, 3.1921], [6.4598, -1.7360, 5.7206], [-5.5138, 3.8083, -7.2968], [-0.1989, -2.0821, 1.6585], [9.9971, 2.0586, 1.0675], [6.2870, -2.7704, 5.4109], [-4.7099, 0.3600, -10.8743], [0.3554, -0.4097, 1.8680], [-3.8841, 0.2748, -10.1626], [-3.7390, -1.1647, 1.7945], [-3.2519, -0.5665, -10.4669], [7.7965, -0.1044, 5.2919], [-3.3337, 0.1281, -7.8390], [4.1780, -2.1945, 3.9972], [-4.3325, 3.6006, -9.0702], [-1.8840, -1.6821, 0.0403], [8.0896, 1.0582, 0.8481], [8.5317, -1.6955, 5.1830], [-0.9565, 6.6029, -1.1391], [2.0338, -5.4712, 7.4121], [1.1340, -3.5714, 7.8533], [10.1121, 0.3055, 0.8051], [-4.0715, 0.9016, 1.1246], [0.1354, -4.6843, 0.3852], [-3.0954, 4.4766, 0.2003], [-3.2372, -0.0391, -1.1354]], "atomic_forces_ev_per_a": [[-0.10, 0.09, 0.03], [0.03, -0.17, 0.07], [-0.28, 0.36, -0.09], [1.87, 1.55, 0.73], [-4.62, 1.05, -0.03], [-0.09, 0.07, -0.27], [2.42, -0.10, 0.54], [0.21, 0.40, -2.48], [0.59, -0.97, -0.12], [0.19, -2.69, 6.86], [0.37, -0.06, 0.31], [0.72, 0.21, 0.78], [1.58, -0.60, -0.87], [0.06, 0.08, 0.04], [0.90, 1.84, -2.94], [-3.27, -3.03, 1.49], [-0.08, -0.04, -0.11], [-0.21, 0.23, -1.25], [1.48, 4.07, 2.40], [0.22, -0.13, 0.07], [0.01, -0.24, 0.09], [0.36, -0.05, 0.31], [0.29, -0.12, -0.03], [-0.10, -0.16, 0.21], [0.11, -0.22, -0.32], [1.91, 1.98, -0.65], [-0.07, 0.10, -0.25], [-0.06, -0.05, -0.09], [0.27, -0.11, -0.01], [0.13, -0.13, 0.07], [-0.32, 0.40, -0.06], [-0.05, 0.03, -0.11], [1.88, 0.69, 1.50], [-0.23, 0.01, 0.04], [-8.75, -0.15, 4.52], [0.13, -0.04, 0.02], [-0.43, 0.93, -2.86], [0.01, -0.24, 0.06], [0.65, -1.21, -2.34], [-0.12, 0.21, -0.12], [-1.88, -0.80, -1.70], [0.42, 0.10, 0.22], [0.42, 0.46, -0.98], [1.56, -0.53, -0.96], [0.12, 0.10, 0.58], [-0.26, 0.09, 0.04], [0.11, -0.07, 0.04], [0.02, 0.44, -0.21], [-0.03, 0.01, 0.11], [-8.51, -0.25, 4.42], [-4.16, -2.52, -1.46], [0.41, 0.10, 0.21], [-0.19, 0.18, -0.09], [-0.74, 2.77, 0.54], [2.74, 1.11, 0.94], [-1.49, 0.92, -6.25], [3.60, -1.20, -2.82], [0.05, 0.04, -0.15], [0.08, -1.06, 2.85], [3.34, -1.27, -2.61], [2.14, 0.55, 2.53], [-1.82, 0.59, -0.14], [2.38, 1.16, 1.35], [-0.86, 0.02, 0.72], [1.22, 0.99, 0.32], [-0.06, -0.15, 0.72], [0.29, -0.20, 0.49], [0.01, 0.09, -0.02], [0.66, 2.56, -0.73], [0.14, 0.04, 0.69], [0.21, -0.18, 0.06], [0.05, -0.09, 0.03], [0.45, 0.46, -0.94], [-0.27, 0.09, 0.05], [-0.22, 0.21, -1.24], [-0.23, 0.02, 0.02], [1.72, 0.82, 0.64], [8.31, -4.53, -1.66], [0.00, 0.11, -0.03], [-0.57, -0.80, 0.40], [-0.10, 0.46, 0.02], [0.01, 0.31, 0.09], [-0.07, -0.06, 0.03], [0.05, -0.18, 0.06], [0.12, 0.12, 0.07], [-0.06, -0.11, 0.00], [0.02, 0.07, 0.06], [0.09, 0.02, 0.01], [0.04, -0.09, 0.01], [0.12, -0.23, -0.34], [-0.98, -0.54, -2.22], [-0.11, 0.10, 0.03], [-0.05, -0.04, -0.25], [2.72, 1.12, 0.89], [0.26, -0.23, -0.13], [-0.05, 0.00, -0.13], [-4.22, 1.18, -1.98], [0.40, 0.50, -0.21], [-0.04, 0.02, -0.20], [-2.36, -2.20, 1.03], [-0.07, 0.10, -0.24], [-0.24, 0.11, 0.08], [-0.08, 0.11, -0.04], [-2.64, 0.02, 0.33], [0.09, 0.03, 0.01], [0.27, 0.26, -0.18], [0.11, -4.97, 2.13]], "gap_ha": 0.2438, "total_energy_ha": -3686.581130, "largest_force_ev_per_a": 9.85, "smiles": "Fc1ccc2nc(CCOCC(F)(F)F)cnc2c1.CCOP(=O)(OCC)OCC.CCOP(=O)(OCC)OCC.CCOP(=O)(OCC)OCC", "e_above_lowest_kcal_mol": 450.1}



{"formula": "C5H12O2", "method": "ωB97M-V with the def2-TZVPD basis set", "symbols": ["C", "H", "O", "H", "C", "H", "H", "H", "H", "H", "C", "C", "H", "H", "H", "H", "C", "O", "H"], "positions_angstrom": [[-0.8223, 0.6330, -0.5970], [-0.7989, 1.7123, -0.3831], [0.4330, 0.3601, 1.5565], [-3.6074, 0.0780, 0.9117], [1.6346, -0.1649, -0.6330], [2.7185, -1.5746, 0.5987], [-0.4809, 0.4935, -1.6271], [-2.8663, 0.5304, -1.3174], [-2.2476, -0.9692, -0.5919], [-0.6026, 0.1733, 1.5135], [-2.2517, 0.1287, -0.4972], [2.6245, -0.4946, 0.4343], [1.4318, -0.8952, -1.4291], [-0.0582, -1.2009, 0.3743], [1.8106, 0.8333, -1.0640], [3.5905, 0.0103, 0.4430], [0.2075, -0.1345, 0.2527], [-2.7596, 0.5176, 0.7701], [2.0444, -0.0365, 1.2852]], "atomic_forces_ev_per_a": [[-0.03, -0.20, -0.14], [0.14, -0.30, 0.05], [-4.76, -0.26, -0.64], [0.17, 0.13, 0.06], [-2.19, 0.33, 1.04], [0.15, 0.27, 0.05], [-0.24, 0.13, -0.05], [0.10, 0.02, 0.20], [-0.05, 0.16, 0.00], [1.93, 1.49, 2.96], [0.22, -0.14, -0.33], [-0.16, 0.32, 1.23], [0.42, 0.20, 0.13], [-0.17, 0.15, -0.41], [-0.21, -0.31, 0.08], [0.05, -0.26, -0.53], [2.86, -0.63, -3.84], [-0.17, -0.18, 0.23], [1.93, -0.92, -0.10]], "gap_ha": 0.3929, "total_energy_ha": -348.103075, "largest_force_ev_per_a": 4.83, "smiles": "CC[C@@H](O)CCO", "e_above_lowest_kcal_mol": 63.8}